ORCA calculation (the ωB97M-V functional and the def2-TZVPD basis) on C31H28N4O8STc as an isolated structure in a non-equilibrium geometry.

```
73
Properties=species:S:1:pos:R:3:forces:R:3
Tc 0.48092 0.44036 0.31220 -0.5013 0.1844 -0.4620
C 0.20732 2.91896 4.24060 0.5177 0.2223 -0.0451
O -1.18428 2.75486 4.36520 -0.4939 -0.5587 -0.4311
C -1.70408 1.51096 3.99130 0.1045 0.1727 0.1807
C -2.84848 1.14486 4.68620 0.0198 0.1590 0.0320
C -3.51778 -0.02804 4.36870 -0.1088 -0.0305 0.1530
C -3.01018 -0.84904 3.38900 -0.0522 -0.1164 -0.0801
C -1.84898 -0.52334 2.66030 0.1401 0.5290 0.1350
C -1.40958 -1.43604 1.67740 -0.3178 -0.4736 0.0398
N -0.40338 -1.35224 0.80010 0.0504 -0.7451 -0.3943
N -0.26798 -2.51114 0.14580 -0.1874 -0.1233 0.3224
C 0.63902 -2.73044 -0.76340 0.1361 0.4170 0.0446
O 1.57912 -1.80984 -1.19250 0.0927 -0.3245 0.2255
C 0.67402 -4.01674 -1.39400 0.0532 -0.2261 -0.1613
C 1.73212 -4.40584 -2.24520 -0.0396 0.3431 0.2325
C 1.69682 -5.60534 -2.91300 -0.0485 -0.4284 -0.1770
C 0.62882 -6.48554 -2.75280 0.0884 -0.1718 -0.1042
C -0.40218 -6.14204 -1.87620 0.0898 -0.2259 -0.1409
C -0.37838 -4.94444 -1.20610 0.0235 0.1981 0.1701
C -1.17668 0.72046 2.93470 -0.6803 -0.2697 0.4681
O -0.17978 1.12026 2.22570 0.7005 0.4124 -0.3147
H 0.51202 3.11656 3.21090 0.0162 -0.0577 0.1351
H 0.73902 2.03216 4.59750 0.0435 0.0394 -0.0244
H 0.45962 3.77486 4.86870 0.0643 0.0104 0.0570
H -3.20778 1.80876 5.46200 0.0046 0.0468 0.0278
H -4.42598 -0.28784 4.89980 -0.0071 -0.0730 0.0012
H -3.51658 -1.77294 3.14310 -0.0598 -0.1143 -0.0344
H -1.95998 -2.37454 1.61270 0.0648 0.0752 0.0873
H 2.58052 -3.74854 -2.36270 0.0043 0.1238 -0.0513
H 2.51162 -5.86904 -3.58030 0.0076 0.0016 0.0286
H 0.60882 -7.42814 -3.28760 -0.0130 0.0103 -0.0119
H -1.23108 -6.83124 -1.73700 0.0184 0.0865 0.0418
H -1.16948 -4.66324 -0.52840 -0.0949 0.0027 0.0018
O 6.83702 1.26866 1.15710 -0.2336 0.3268 0.1268
C 5.64812 1.95026 1.41770 1.0810 0.8883 0.4324
O 5.72542 3.08376 1.82240 -0.1891 -1.0568 -0.3889
C 4.46802 1.12606 1.21080 -0.9513 -0.6343 -0.2263
C 4.47542 -0.26414 1.27430 -0.5051 0.3226 0.0298
N 3.20182 -0.69144 1.09380 0.4117 0.4164 -0.0508
N 2.37562 0.34186 0.84550 1.0050 0.2471 0.2370
C 3.10972 1.47446 0.92420 0.0784 -0.8495 0.0932
C 2.37742 2.68816 0.45590 -0.0561 0.8965 -0.2534
O 2.87642 3.81186 0.44220 0.2897 -0.3436 0.2017
O 1.20022 2.40806 0.02490 0.2655 -0.2143 0.0883
H 6.63452 0.41656 0.75570 -0.0737 0.0916 -0.1025
H 5.25632 -0.96344 1.51090 0.0872 -0.0786 0.0393
H 2.87442 -1.62234 0.87770 -0.1564 0.0643 -0.0127
O -1.58788 1.00116 -0.35820 0.2214 -1.8795 0.1052
S -1.48828 2.47956 -0.40040 -1.4800 2.0416 -0.2228
C -2.94718 2.89116 -1.51250 0.4036 0.2046 0.2293
C -4.09068 3.39816 -0.64910 -0.1964 -0.0650 0.2187
C -3.88548 2.75426 0.71650 -0.1590 0.1630 -0.0059
C -2.44458 3.05436 1.06020 0.1843 -0.2181 -0.2617
H -3.18788 1.94956 -1.99840 0.1573 -0.1310 -0.0139
H -2.62338 3.61476 -2.25540 0.0868 -0.0005 -0.1390
H -5.06748 3.15596 -1.07450 0.0311 0.0212 -0.0870
H -4.02948 4.48496 -0.53730 -0.0524 0.0063 -0.0474
H -4.00928 1.67086 0.64460 -0.0378 -0.0061 0.0779
H -4.57358 3.13326 1.47480 0.0039 -0.0205 0.0161
H -2.09498 2.51756 1.93340 0.2057 0.0381 -0.0667
H -2.24768 4.11936 1.18270 0.0080 0.1214 -0.0395
C 1.00812 -0.51424 -1.41490 -0.1904 0.5033 0.1827
C 0.80162 -0.27074 -2.79040 0.2067 -0.1834 0.1545
C 0.14292 0.90366 -3.24410 -0.0275 0.1394 0.2635
C -0.17658 1.07846 -4.56600 -0.0994 0.2122 -0.0924
C 0.17602 0.13216 -5.52850 -0.1153 0.0461 -0.3283
C 0.88082 -0.99844 -5.12380 -0.0146 -0.0038 -0.1662
C 1.19002 -1.19584 -3.80290 0.1635 -0.2058 0.1312
H -0.11668 1.65656 -2.50970 0.0217 0.0237 -0.0615
H -0.72378 1.96546 -4.87280 0.0489 0.0421 0.0336
H -0.09228 0.27686 -6.56690 -0.0077 0.0163 -0.0653
H 1.18052 -1.73734 -5.86130 0.0150 -0.0098 0.0223
H 1.73982 -2.07754 -3.51080 -0.0665 -0.0279 -0.0034
```
Forces are in eV/Å.

For the LUMO energy (alpha / beta), the calculation gives 4.2 / 4.2 eV. The HOMO energy (alpha / beta) is 0.72 / -0.77 eV. Its multiplicity is 4. Its total charge is -2.

Mulliken population analysis, charges in e, atoms 1 to 5: Tc 0.350; C -0.658; O -0.509; C 0.510; C -0.676



ORCA calculation (the ωB97M-V functional and the def2-TZVPD basis) on a 2-piece molecular cluster, C11H12N2 overall in a non-equilibrium geometry.

```
25
Properties=species:S:1:pos:R:3:forces:R:3
C 0.91759 -2.25689 -0.05782 0.8640 0.3756 -0.0952
C -3.26688 -0.38691 1.02527 0.9079 -1.0611 0.8715
C -3.83743 0.30907 -0.04386 -0.7789 0.8774 1.0158
C -1.91997 -0.79619 1.05542 0.2856 0.7747 -1.9766
C -2.97724 0.77737 -1.09186 -1.1204 -3.5283 4.4469
C -1.28013 -0.41684 -0.08915 2.8057 0.6688 -2.0401
C 1.42593 -0.17623 -1.54319 2.2062 0.7026 -0.4588
C 0.94868 -0.88801 -0.35337 -4.9321 1.1013 -0.1999
C 1.81146 0.25178 -0.05829 0.7920 0.4157 -2.3732
C 1.36249 1.58769 0.47080 -2.0820 -1.2419 1.3140
C 3.19020 -0.04276 0.35059 3.2750 -0.0003 0.1527
N 0.95628 -3.38766 0.11726 -0.1947 -0.9351 0.3269
N -1.75206 0.31112 -1.08210 1.9007 -0.0610 0.0702
H -3.69887 -0.73720 1.95509 -1.3155 0.4636 -0.3119
H -4.93898 0.59654 0.08763 1.8130 -0.3189 -0.6182
H -1.32229 -1.35018 1.75552 -0.6232 -0.1488 0.7091
H -3.41149 1.38078 -1.77761 -0.4838 1.8293 -2.6011
H 2.28396 -0.48090 -2.22206 -1.0006 -0.4062 1.3404
H 0.82257 0.48162 -2.16399 -0.7250 -0.0452 0.6895
H 2.09946 2.37278 0.48918 0.4722 0.0704 -0.6115
H 1.23043 1.33418 1.59021 -0.6771 0.9322 -1.4836
H 0.44075 1.88385 -0.12594 0.9178 -0.0550 1.3998
H 3.99561 0.72937 0.04684 -1.4215 -1.2000 -0.1134
H 3.60862 -1.05807 0.26653 -0.4167 0.1370 -1.2649
H 3.31129 -0.03830 1.39890 -0.4686 0.6531 1.8118
```
Forces are in eV/Å.

For the LUMO energy, the calculation gives 0.4 eV. The HOMO energy is -8.63 eV. Its total charge is 0.

Mulliken population analysis, charges in e, atoms 1 to 5: C 0.134; C -0.301; C -0.409; C -0.560; C -0.363



- Look up the total charge of the first one.
  -2



- Which of these has the lowest total charge?
  C31H28N4O8STc



- Which of these has the highest total charge?
  C11H12N2



- Which of these has the highest total charge?
  C11H12N2